(1)
Entry from OMol25: an isolated molecule of C5H7N (ωB97M-V with the def2-TZVPD basis set).

* HOMO: -0.34927 Ha
* net charge: 0
* gap between HOMO and LUMO: 10.692 eV
* multiplicity: 1
* LUMO: 1.2 eV
* SMILES: C=C[C@H]1[C@H]2N[C@@H]12

Element x y z (Å)
C: -1.802 -0.007 0.439
C: -1.121 -0.084 -0.704
C: 0.297 -0.569 -0.627
C: 1.546 0.262 -0.474
N: 1.173 1.138 0.602
C: 0.963 -0.313 0.713
H: -1.322 -0.352 1.354
H: -2.807 0.387 0.525
H: -1.597 0.139 -1.658
H: 0.497 -1.468 -1.223
H: 2.533 0.107 -0.882
H: 0.305 1.628 0.372
H: 1.334 -0.870 1.562

natural (NBO) population analysis, charges in e, atoms 1 to 2: atom 1 (C): -0.376, atom 2 (C): -0.210


(2)
Entry from OMol25: a structure of composition C34H30BBr4N3O4OsSb (ωB97M-V with the def2-TZVPD basis set).

* HOMO (alpha / beta): -0.36532 / -0.36532 Ha
* net charge: +1
* gap between HOMO and LUMO (alpha / beta): 7.051 / 7.051 eV
* multiplicity: 1
* LUMO (alpha / beta): -2.9 / -2.9 eV

Element x y z (Å)
Os: 1.460 -1.603 0.581
C: 3.683 0.941 0.077
C: 3.541 0.062 -1.117
C: 4.232 0.459 -2.260
C: 4.270 -0.331 -3.383
C: 3.647 -1.563 -3.299
C: 2.966 -1.902 -2.143
N: 2.839 -1.091 -1.070
Sb: 2.188 -3.861 -2.132
C: 0.212 -3.137 -1.824
C: -0.739 -3.599 -2.718
C: -2.073 -3.287 -2.515
C: -2.397 -2.583 -1.380
C: -1.400 -2.137 -0.515
C: -1.832 -1.451 0.742
N: -0.092 -2.351 -0.767
C: 2.608 -4.255 -0.080
C: 3.423 -5.322 0.242
C: 3.462 -5.763 1.558
C: 2.619 -5.181 2.476
C: 1.823 -4.101 2.110
C: 0.857 -3.514 3.091
N: 1.873 -3.612 0.853
H: 4.601 1.516 -0.010
H: 3.741 0.346 0.985
H: 2.853 1.648 0.150
H: 4.763 1.399 -2.230
H: 4.809 -0.026 -4.270
H: 3.699 -2.268 -4.117
H: -0.436 -4.212 -3.556
H: -2.838 -3.631 -3.197
H: -3.428 -2.376 -1.130
H: -2.685 -1.972 1.176
H: -2.154 -0.434 0.522
H: -1.037 -1.418 1.492
H: 4.006 -5.813 -0.525
H: 4.098 -6.589 1.844
H: 2.563 -5.549 3.491
H: 0.409 -4.309 3.686
H: 0.057 -2.978 2.574
H: 1.360 -2.823 3.761
Br: 2.757 4.180 4.580
C: 2.593 2.424 3.937
C: 3.187 1.353 4.615
Br: 4.111 1.645 6.222
C: 3.133 0.073 4.078
Br: 3.991 -1.403 4.869
C: 2.436 -0.174 2.892
O: 2.444 -1.349 2.297
C: 1.768 0.882 2.291
O: 1.118 0.536 1.098
C: 1.897 2.182 2.755
Br: 1.223 3.601 1.711
C: -3.910 3.990 -3.411
C: -4.510 3.994 -2.005
C: -4.709 5.452 -1.569
C: -5.870 3.286 -2.056
C: -3.607 3.289 -0.995
C: -3.999 3.231 0.348
C: -3.228 2.638 1.341
C: -2.033 2.091 0.940
O: -1.073 1.443 1.699
B: -0.084 1.162 0.782
O: -0.401 1.504 -0.511
C: -1.636 2.126 -0.382
C: -2.389 2.717 -1.370
H: -4.599 4.483 -4.097
H: -3.749 2.976 -3.781
H: -2.963 4.530 -3.449
H: -5.290 5.989 -2.319
H: -3.750 5.958 -1.454
H: -5.243 5.521 -0.622
H: -6.543 3.819 -2.729
H: -6.342 3.246 -1.076
H: -5.762 2.265 -2.422
H: -4.945 3.667 0.636
H: -3.546 2.612 2.372
H: -2.030 2.736 -2.386

Mulliken population analysis, charges in e, atoms 1 to 2: atom 1 (Os): 1.523, atom 2 (C): -0.871


(3)
Entry from OMol25: a structure of composition C16H31NP2SeZn (ωB97M-V with the def2-TZVPD basis set).

* HOMO: -0.16738 Ha
* net charge: 0
* gap between HOMO and LUMO: 4.526 eV
* multiplicity: 1
* LUMO: 0.0 eV

Element x y z (Å)
P: 0.455 -2.735 1.607
P: 0.266 2.714 0.267
C: -0.560 -1.162 1.313
C: 0.308 -0.011 0.906
H: -1.112 -0.983 2.251
H: -1.354 -1.325 0.542
H: 1.341 0.059 1.300
H: 0.165 0.163 -0.181
C: -1.401 3.589 0.334
H: -1.835 3.399 1.364
H: -2.084 3.102 -0.401
H: -1.258 4.673 0.161
C: 1.894 3.489 0.705
H: 2.152 4.322 0.008
H: 2.652 2.668 0.651
H: 1.829 3.837 1.757
C: -0.375 -3.983 0.615
H: -0.151 -4.944 1.105
H: 0.023 -3.980 -0.417
H: -1.464 -3.794 0.592
C: 2.196 -2.537 1.180
H: 2.505 -1.484 1.109
H: 2.415 -3.056 0.230
H: 2.719 -3.036 2.016
Zn: -0.907 1.378 1.652
C: -0.024 1.851 -1.822
C: -1.331 1.976 -2.241
C: -2.201 0.981 -2.916
C: -1.561 -0.437 -3.148
C: -0.913 -1.110 -1.996
C: 0.391 -1.052 -1.689
C: 1.496 -0.222 -2.291
C: 1.019 1.165 -2.724
C: 0.217 -2.759 3.388
H: 0.581 2.789 -1.459
H: -1.802 2.969 -2.247
H: -2.535 1.361 -3.914
H: -3.145 0.845 -2.335
H: -2.412 -1.064 -3.431
H: -0.913 -0.378 -4.035
H: -1.563 -1.810 -1.470
H: 0.782 -1.785 -0.985
H: 1.955 -0.714 -3.168
H: 2.312 -0.097 -1.553
H: 1.891 1.844 -2.717
H: 0.658 1.165 -3.763
H: 0.268 -1.732 3.798
H: 1.044 -3.331 3.823
H: -0.775 -3.193 3.593
Se: -0.208 0.405 6.335
C: -0.685 0.841 4.712
N: -0.965 1.127 3.586

natural (NBO) population analysis, charges in e, atoms 1 to 2: atom 1 (P): 1.459, atom 2 (P): 0.144


(4)
Entry from OMol25: an isolated molecule of C19H29ClN6 (ωB97M-V with the def2-TZVPD basis set).

* HOMO: -0.29240 Ha
* net charge: 0
* gap between HOMO and LUMO: 8.441 eV
* multiplicity: 1
* LUMO: 0.5 eV
* SMILES: CC(C)[C@H](c1nnnn1C(C)(C)C)N1CCN(c2cccc(Cl)c2)CC1

Element x y z (Å)
C: 3.381 -1.349 -0.584
C: 2.188 -1.520 -1.522
C: 2.325 -0.585 -2.716
C: 0.882 -1.301 -0.708
C: -0.296 -1.799 -1.479
N: -0.600 -1.362 -2.685
N: -1.670 -2.025 -3.085
N: -2.048 -2.843 -2.203
N: -1.221 -2.746 -1.150
C: -1.479 -3.683 -0.056
C: -2.984 -3.628 0.228
C: -0.719 -3.357 1.227
C: -1.084 -5.074 -0.563
N: 0.773 0.088 -0.270
C: 0.494 0.280 1.136
C: 0.845 1.723 1.498
N: 0.048 2.639 0.713
C: -0.286 3.884 1.206
C: -0.258 5.039 0.414
C: -0.660 6.259 0.923
C: -1.096 6.384 2.231
C: -1.126 5.243 3.014
Cl: -1.675 5.352 4.654
C: -0.740 4.013 2.525
C: 0.252 2.423 -0.703
C: -0.082 0.969 -1.039
H: 4.311 -1.470 -1.132
H: 3.361 -2.082 0.221
H: 3.360 -0.354 -0.148
H: 2.168 -2.554 -1.888
H: 1.460 -0.669 -3.367
H: 3.215 -0.846 -3.284
H: 2.420 0.441 -2.375
H: 0.992 -1.910 0.189
H: -3.263 -2.644 0.601
H: -3.544 -3.825 -0.682
H: -3.246 -4.372 0.975
H: 0.342 -3.577 1.134
H: -1.114 -3.983 2.024
H: -0.857 -2.318 1.516
H: -0.022 -5.106 -0.804
H: -1.290 -5.820 0.199
H: -1.651 -5.317 -1.458
H: 1.114 -0.394 1.732
H: -0.570 0.102 1.380
H: 0.684 1.889 2.561
H: 1.914 1.878 1.280
H: 0.100 4.995 -0.601
H: -0.622 7.133 0.291
H: -1.403 7.336 2.631
H: -0.813 3.151 3.169
H: -0.420 3.066 -1.270
H: 1.292 2.633 -0.995
H: 0.068 0.792 -2.101
H: -1.149 0.799 -0.806

natural (NBO) population analysis, charges in e, atoms 1 to 2: atom 1 (C): -0.609, atom 2 (C): -0.194


(5)
Entry from OMol25: a cluster of 2 separate species, C3H6N2O in total (ωB97M-V with the def2-TZVPD basis set).

* HOMO: -0.32306 Ha
* net charge: 0
* gap between HOMO and LUMO: 9.105 eV
* multiplicity: 1
* LUMO: 0.3 eV
* SMILES: C1NN1.C=C=O

Element x y z (Å)
C: 2.287 0.464 -0.387
N: 1.943 -0.745 0.274
N: 1.753 0.497 0.929
H: 3.363 0.864 -0.525
H: 1.741 0.896 -1.147
H: 1.125 -1.258 -0.178
H: 0.747 0.631 0.905
C: -2.943 -0.451 0.267
C: -2.021 0.443 0.097
O: -1.138 1.220 0.035
H: -2.770 -1.333 1.013
H: -4.034 -0.496 -0.030

natural (NBO) population analysis, charges in e, atoms 1 to 2: atom 1 (C): -0.107, atom 2 (N): -0.477


E_tot for every record listed, in sequence, given in eV: -6784.859; -338253.573; -150916.706; -41635.990; -8231.720.
ΔE to the lowest compared entry with this formula, charge and spin for every record listed, in sequence, given in kcal/mol: 84.2; 5.0; 126.8; 1.1; 114.8.